# 1
DFT (ωB97M-V/def2-TZVPD) results for a 9-piece molecular cluster, C34H69F8N12O16S8 overall.

As for the total charge: +1. The HOMO energy is -10.80 eV.

XYZ file:
```
147
Properties=species:S:1:pos:R:3:mulliken_charge:R:1
C 2.621 -2.641 -7.423 -1.1379
C 2.590 -3.330 -6.079 -0.5001
N 2.464 -2.353 -5.007 0.3621
C 1.329 -1.639 -4.758 -0.7938
C 1.501 -0.835 -3.700 -0.5434
N 2.865 -0.900 -3.397 0.3698
C 3.401 -1.824 -4.217 -0.3100
C 3.647 -0.115 -2.438 -0.8688
H 3.065 -3.264 -8.198 0.3984
H 3.264 -1.757 -7.403 0.3463
H 1.626 -2.302 -7.708 0.3410
H 3.469 -3.956 -5.897 0.4335
H 1.849 -4.131 -6.044 0.2839
H 0.414 -1.739 -5.329 0.5022
H 0.838 -0.197 -3.142 0.6861
H 4.424 -2.160 -4.166 0.4546
H 4.713 -0.304 -2.519 0.3034
H 3.386 -0.423 -1.425 0.3392
H 3.359 0.923 -2.569 0.4241
C 5.560 -1.768 3.528 -1.0961
C 4.246 -2.531 3.443 -0.4653
N 3.470 -2.342 2.227 0.4158
C 2.896 -1.149 1.935 -0.8198
C 2.306 -1.320 0.718 -1.5813
N 2.583 -2.597 0.298 0.5482
C 3.337 -3.226 1.253 -0.2676
C 2.103 -3.214 -0.924 -0.7360
H 6.057 -1.975 4.480 0.4087
H 5.418 -0.687 3.575 0.2114
H 6.385 -1.979 2.843 0.3356
H 3.685 -2.072 4.263 0.1371
H 4.327 -3.568 3.766 0.5798
H 3.011 -0.383 2.692 0.7920
H 1.727 -0.608 0.158 1.2256
H 3.660 -4.247 1.352 0.4191
H 1.062 -3.017 -1.178 0.0580
H 2.228 -4.296 -0.932 0.4501
H 2.709 -2.863 -1.762 0.3187
C -5.701 -1.132 -2.235 -0.8794
C -6.711 -0.044 -1.851 -0.4712
N -6.260 0.830 -0.777 0.3013
C -6.898 1.998 -0.415 -0.6302
C -6.273 2.474 0.700 -0.3406
N -5.352 1.541 1.084 0.2210
C -5.371 0.553 0.186 0.2955
C -4.457 1.536 2.216 -0.6099
H -4.720 -0.699 -2.438 0.0608
H -5.987 -1.643 -3.154 0.5066
H -5.571 -1.948 -1.522 0.2912
H -7.638 -0.495 -1.489 0.3058
H -7.019 0.553 -2.706 0.3970
H -7.677 2.478 -0.980 0.4462
H -6.276 3.360 1.316 0.5111
H -4.770 -0.338 0.135 -0.0416
H -5.055 1.471 3.128 0.4341
H -3.779 2.385 2.234 0.4473
H -3.825 0.653 2.277 -0.2052
C -0.309 -1.170 3.342 -1.5790
C -0.457 -2.363 2.405 1.7448
C -1.805 -3.061 2.686 -1.5863
N -2.329 -4.088 1.700 0.6011
C -2.661 -3.332 0.398 -1.0090
C -1.411 -5.284 1.415 -0.4207
C -2.328 -6.428 0.965 -0.6469
C -3.735 -5.966 1.274 -0.7040
C -3.603 -4.757 2.173 -0.4917
H -1.257 -0.637 3.379 0.6961
H 0.413 -0.476 2.905 -0.4511
H 0.178 -1.327 4.305 0.4569
H 0.294 -3.142 2.551 0.4908
H -0.518 -1.991 1.379 -0.6907
H -2.608 -2.328 2.763 0.2952
H -1.712 -3.537 3.665 0.4089
H -3.307 -3.936 -0.227 0.5130
H -1.672 -3.153 -0.012 -0.0920
H -3.096 -2.402 0.744 0.2525
H -0.596 -4.838 0.850 0.2244
H -1.057 -5.537 2.416 0.4109
H -2.195 -6.764 -0.059 0.3566
H -2.138 -7.264 1.639 0.2992
H -4.217 -5.786 0.310 0.2864
H -4.371 -6.716 1.742 0.4779
H -4.455 -4.082 2.162 0.3566
H -3.341 -5.026 3.198 0.4972
C 2.691 8.395 2.054 -1.5512
C 2.585 7.099 1.231 0.4046
C 1.157 6.741 0.829 -1.2213
N 1.002 5.268 0.511 0.9934
C 1.236 4.451 1.748 0.3560
C 1.953 4.874 -0.645 -0.7468
C 1.097 3.937 -1.508 1.1525
C -0.267 4.554 -1.456 -1.0823
C -0.393 4.953 -0.005 -0.4399
H 3.665 8.505 2.519 0.4033
H 1.952 8.267 2.852 0.3483
H 2.365 9.287 1.521 0.3634
H 3.078 6.310 1.794 -0.0506
H 3.192 7.201 0.328 0.4358
H 0.830 7.370 -0.002 0.4818
H 0.375 6.910 1.572 0.5520
H 2.241 4.561 2.144 -0.2194
H 1.178 3.407 1.450 -0.8515
H 0.610 4.836 2.550 0.4685
H 2.785 4.396 -0.142 -0.0066
H 2.235 5.766 -1.199 0.5646
H 1.058 2.963 -1.012 -1.1910
H 1.375 3.812 -2.555 0.5848
H -1.017 3.793 -1.669 0.3946
H -0.291 5.435 -2.099 0.5864
H -0.806 4.170 0.624 0.0976
H -1.042 5.829 -0.052 0.3129
N 4.336 3.580 1.442 -0.1538
S 4.456 2.135 0.875 0.9502
O 5.261 1.091 1.481 -0.5594
O 4.348 2.095 -0.559 -0.6769
F 2.987 1.656 1.402 -0.0068
S 4.936 3.246 2.960 0.9062
O 6.354 2.985 3.151 -0.6526
O 4.074 2.526 3.860 -0.4298
F 4.887 4.770 3.464 -0.3250
N -3.519 -2.734 -6.327 -0.5464
S -2.430 -3.852 -6.009 0.9503
O -2.769 -4.803 -4.982 -0.6253
O -1.054 -3.445 -6.171 -0.4998
F -2.676 -4.780 -7.291 -0.2943
S -2.970 -1.553 -5.306 1.0302
O -2.122 -0.588 -5.932 -0.6312
O -2.647 -2.010 -3.984 -0.1272
F -4.391 -0.780 -5.198 -0.3255
N -0.267 0.101 -0.758 0.4555
S -0.873 1.221 0.088 -0.1385
O -1.599 0.876 1.271 -0.0498
O -1.280 2.430 -0.597 -0.6499
F 0.550 1.753 0.625 -0.3391
S -1.646 -0.270 -1.678 0.2557
O -1.725 0.462 -2.904 -0.5193
O -2.850 -0.707 -1.007 0.1559
F -1.014 -1.709 -2.064 -0.2226
N -0.162 0.874 5.225 -0.4277
S 1.448 0.946 5.472 1.0044
O 2.024 2.257 5.663 -0.5351
O 2.278 -0.083 4.860 -0.4502
F 1.438 0.447 7.001 -0.3837
S -0.332 1.754 3.977 1.2097
O 0.608 1.590 2.884 -0.1113
O -0.831 3.089 4.246 -0.7585
F -1.631 0.987 3.342 -0.3803
```

# 2
DFT (ωB97M-V/def2-TZVPD) results for C34H70BeCaClF5MgN4O11P2 as an isolated structure.

As for the total charge: +2. The HOMO energy is -10.28 eV.

XYZ file:
```
130
Properties=species:S:1:pos:R:3:mulliken_charge:R:1
C -5.105 5.786 -0.142 -0.5060
C -4.285 4.853 0.942 -0.6423
C -5.047 3.436 1.263 -0.1176
F -5.032 3.308 2.770 -0.4416
N -4.384 2.197 0.741 0.2833
C -2.991 1.971 1.271 -1.1679
C -2.959 0.637 2.281 -0.6422
C -1.481 -0.100 2.261 -0.4660
C -0.295 0.822 2.997 -0.4393
C 1.161 0.720 2.236 -0.5799
C 2.401 0.254 3.251 -0.4952
C 3.848 0.799 2.618 -0.0820
C 4.890 -0.459 2.274 -0.2387
C 6.411 0.126 2.466 -1.6632
C 7.445 -0.255 1.243 0.1301
O 7.133 -1.567 0.607 -0.3474
C 8.067 -1.598 -0.559 -0.4197
C -4.545 1.944 -0.723 0.9641
P -3.921 0.118 -1.042 0.5164
N -4.879 -0.891 -0.196 -0.6808
C -3.668 2.880 -1.736 0.1339
O -4.364 3.748 -2.520 -0.6575
O -2.212 2.855 -1.937 -0.7690
P -6.352 1.953 -1.378 -0.3637
C -6.579 0.820 -2.899 -0.2160
C -5.915 1.463 -4.289 -0.4926
C -7.474 1.237 0.023 -0.4085
C -9.060 1.588 -0.238 -0.8336
H -5.540 6.776 0.305 0.4304
H -5.962 5.083 -0.584 0.2969
H -4.355 5.965 -1.050 0.1515
H -4.264 5.483 1.955 0.3452
H -3.138 4.700 0.663 0.4847
H -6.174 3.580 0.985 0.2988
H -2.625 2.866 1.970 0.3710
H -2.155 1.840 0.464 0.4308
H -3.857 -0.078 2.119 0.4019
H -3.100 1.065 3.386 0.3386
H -1.503 -1.189 2.716 0.2736
H -1.174 -0.193 1.125 0.0951
H -0.142 0.367 4.078 0.3693
H -0.610 1.957 3.056 0.2120
H 1.096 0.038 1.282 0.2508
H 1.445 1.817 1.886 0.2660
H 2.459 -0.919 3.330 0.0571
H 2.279 0.677 4.343 0.3554
H 4.336 1.597 3.346 0.0163
H 3.581 1.285 1.567 0.0706
H 4.675 -0.881 1.203 0.6536
H 4.692 -1.323 3.057 0.2208
H 6.855 -0.188 3.520 0.4566
H 6.328 1.314 2.503 0.7457
H 7.455 0.608 0.444 0.3909
H 8.536 -0.357 1.694 0.0445
H 8.915 -0.776 -0.433 -0.0301
H 7.524 -1.353 -1.583 0.2903
H 8.615 -2.632 -0.656 0.2814
H -2.507 -0.030 -0.689 -0.0429
H -3.992 -0.136 -2.475 -0.2789
H -4.241 -1.429 0.456 0.2825
H -6.254 -0.303 -2.725 0.3878
H -7.751 0.784 -3.118 0.3162
H -4.754 1.320 -4.349 -0.3573
H -6.452 0.899 -5.194 0.4684
H -6.183 2.605 -4.432 0.2885
H -7.377 0.061 -0.060 0.3463
H -7.093 1.539 1.112 0.3615
H -9.353 2.553 0.392 0.2868
H -9.744 0.718 0.207 0.2403
H -9.317 1.755 -1.385 0.2083
C 6.027 4.095 -1.492 -1.3396
C 4.918 3.106 -1.265 0.8625
O 5.140 1.922 -1.016 -0.6735
N 3.632 3.552 -1.342 -0.1205
C 3.163 4.888 -1.620 -0.9111
H 6.992 3.588 -1.398 0.2761
H 5.955 4.515 -2.499 0.3871
H 5.980 4.889 -0.742 0.3730
H 2.945 2.825 -1.177 0.1949
H 2.558 5.218 -0.771 0.3223
H 2.533 4.847 -2.512 0.3058
H 3.980 5.592 -1.781 0.3483
Mg -3.811 -0.110 -5.400 0.7619
Cl -3.129 6.863 -0.820 0.0512
Be 6.915 2.181 3.640 0.0465
C -14.582 -0.630 -3.378 -0.6063
O -13.699 -1.701 -3.051 -0.3127
C -12.750 -1.382 -2.134 0.7619
O -12.609 -0.295 -1.597 -0.5435
O -11.987 -2.483 -1.919 -0.3100
C -10.940 -2.294 -0.969 -0.4958
H -15.298 -0.996 -4.119 0.2233
H -15.138 -0.304 -2.494 0.2876
H -14.028 0.206 -3.819 0.2853
H -11.351 -2.035 0.012 0.2983
H -10.241 -1.525 -1.313 0.1551
H -10.394 -3.237 -0.875 0.2572
C -7.241 -3.009 -5.360 -0.6793
O -7.224 -1.861 -4.700 -0.3952
H -8.178 -3.592 -5.336 0.2879
H -7.053 -2.971 -6.446 0.2684
H -6.514 -3.780 -5.053 0.2899
F -1.660 6.687 1.229 -0.6035
C 10.954 0.363 2.429 0.0728
O 10.028 1.080 2.071 -0.6113
N 11.989 -0.067 1.627 0.1456
C 13.049 -0.916 2.128 -0.9176
C 12.019 0.343 0.238 -0.7436
H 11.028 -0.006 3.465 0.3516
H 14.005 -0.400 2.004 0.3433
H 13.056 -1.848 1.555 0.3430
H 12.901 -1.147 3.187 0.2940
H 12.051 1.436 0.190 0.3112
H 11.107 -0.005 -0.256 0.0841
H 12.894 -0.073 -0.268 0.3918
Ca 5.520 -2.662 2.664 1.4155
C 7.300 -9.818 0.340 -1.1014
C 7.067 -9.152 1.685 -0.1797
O 6.607 -7.804 1.511 -0.2886
C 5.282 -7.657 1.183 0.2840
O 4.508 -8.597 1.039 -0.4656
C 4.915 -6.178 1.074 0.9202
F 5.809 -5.467 0.329 -0.2465
F 4.866 -5.568 2.293 -0.2854
F 3.697 -5.975 0.499 -0.2341
H 7.984 -9.221 -0.271 0.3064
H 7.719 -10.820 0.471 0.3738
H 6.366 -9.907 -0.226 0.3241
H 8.015 -9.098 2.232 0.3024
H 6.368 -9.724 2.306 0.3216
```